Entry from OMol25: a cluster of 6 separate species, C14H36F6N11O7 in total (the ωB97M-V functional and the def2-TZVPD basis).

XYZ file:
```
74
Properties=species:S:1:pos:R:3:mulliken_charge:R:1
O -2.222 0.206 3.594 -0.415
O -2.275 1.201 2.579 -0.189
C -1.864 0.599 1.375 -0.864
N -1.208 1.682 0.608 0.199
C -2.212 2.770 0.237 -0.714
C -2.250 3.911 1.237 -0.649
C -3.050 5.059 0.631 -0.415
F -4.136 4.518 -0.065 -0.335
C -0.524 1.190 -0.649 -0.570
C 0.331 -0.063 -0.469 -1.538
C -0.323 -1.427 -0.759 -0.438
C -0.998 -1.529 -2.117 0.677
F -0.440 -0.634 -2.987 -0.268
F -0.780 -2.755 -2.644 -0.344
C -2.555 -1.314 -2.143 0.685
F -3.074 -1.426 -0.911 -0.249
F -2.861 -0.084 -2.592 -0.232
F -3.155 -2.195 -2.927 -0.266
H -3.132 -0.131 3.617 0.350
H -1.171 -0.205 1.601 0.757
H -2.711 0.230 0.799 0.410
H -0.515 2.134 1.206 0.454
H -1.910 3.152 -0.736 0.552
H -3.182 2.305 0.107 0.309
H -1.250 4.263 1.491 0.362
H -2.737 3.580 2.152 0.315
H -3.444 5.706 1.408 0.307
H -2.450 5.633 -0.066 0.391
H 0.113 2.016 -0.956 0.345
H -1.286 1.087 -1.412 0.570
H 1.226 0.028 -1.076 0.533
H 0.674 -0.100 0.566 0.490
H 0.466 -2.174 -0.768 0.567
H -0.983 -1.736 0.042 0.252
C -0.444 -5.107 0.305 0.723
O 0.204 -4.059 0.377 -0.729
N -0.889 -5.583 -0.898 -0.411
N -0.746 -5.844 1.391 -0.332
H -1.404 -6.438 -0.989 0.159
H -0.653 -5.066 -1.724 0.191
H -0.402 -5.529 2.291 0.266
H -1.255 -6.706 1.337 0.147
C 2.420 -5.501 3.439 0.586
O 1.242 -5.836 3.360 -0.697
N 3.123 -5.036 2.381 -0.177
N 3.110 -5.582 4.616 -0.376
H 4.098 -4.781 2.438 0.210
H 2.631 -4.949 1.509 0.141
H 2.623 -5.934 5.417 0.213
H 4.078 -5.334 4.693 0.138
C -1.660 1.937 -6.518 0.570
O -1.776 2.695 -7.457 -0.629
N -0.455 1.705 -5.903 -0.331
N -2.718 1.249 -5.984 -0.325
H -0.339 1.071 -5.136 0.188
H 0.345 2.187 -6.268 0.182
H -3.618 1.391 -6.404 0.184
H -2.632 0.617 -5.212 0.162
C -1.475 8.863 0.014 0.621
O -1.774 7.717 -0.296 -0.639
N -0.416 9.511 -0.547 -0.402
N -2.182 9.575 0.937 -0.363
H -0.159 10.452 -0.318 0.169
H 0.112 9.017 -1.242 0.212
H -2.981 9.133 1.350 0.200
H -1.960 10.518 1.195 0.175
C 7.234 -4.609 2.195 0.642
O 6.058 -4.936 2.090 -0.698
N 7.945 -4.134 1.136 -0.400
N 7.915 -4.705 3.372 -0.366
H 8.911 -3.872 1.191 0.169
H 7.471 -4.068 0.255 0.216
H 7.424 -5.073 4.164 0.197
H 8.880 -4.453 3.473 0.172
```

## Properties
HOMO level (eV): -11.1680
Charge: +1
LUMO level (eV): -2.31

Entry from OMol25: a cluster of 6 separate species, CH14O6 in total (the ωB97M-V functional and the def2-TZVPD basis).

XYZ file:
```
21
Properties=species:S:1:pos:R:3:nbo_charge:R:1
C -1.581 -1.176 1.379 -0.271
O -0.453 -2.033 1.154 -0.761
H -1.829 -0.577 0.502 0.203
H -2.482 -1.730 1.635 0.185
H -1.312 -0.425 2.128 0.167
H -0.480 -2.663 1.881 0.486
O -0.471 3.247 -0.882 -0.952
H 0.009 3.976 -1.288 0.463
H 0.153 2.859 -0.243 0.482
O 1.341 2.637 1.355 -0.966
H 1.666 3.518 1.578 0.491
H 1.357 2.152 2.189 0.485
O -0.025 -0.288 -3.179 -0.967
H -0.255 0.430 -3.777 0.462
H -0.020 0.116 -2.293 0.496
O 0.642 0.187 -0.456 -0.960
H 0.260 -0.573 0.014 0.485
H 0.780 0.863 0.218 0.477
O 1.165 -3.796 -0.599 -0.953
H 0.765 -3.470 -1.413 0.474
H 0.769 -3.254 0.099 0.475
```

## Properties
HOMO level (eV): -10.5063
Relative energy (zero: lowest compared OMol25 entry of this formula, charge and spin) (kcal/mol): 21.65
Structure (SMILES): CO.O.O.O.O.O
LUMO level (eV): -0.01

Entry from OMol25: a structure of composition C15H14N4O4Pt (the ωB97M-V functional and the def2-TZVPD basis).

XYZ file:
```
38
Properties=species:S:1:pos:R:3:nbo_charge:R:1
Pt 0.090 -0.192 0.069 1.186
O 1.002 3.262 2.329 -0.553
C 0.581 2.241 1.836 0.635
N 0.919 1.670 0.638 -0.775
C 1.759 2.288 -0.261 0.638
O 2.179 3.422 -0.229 -0.547
C 2.197 1.385 -1.409 0.120
C 3.186 1.828 -2.271 -0.204
C 3.613 0.984 -3.283 -0.154
C 3.048 -0.277 -3.398 -0.240
C 2.061 -0.646 -2.502 0.052
N 1.644 0.177 -1.543 -0.473
C -0.428 1.412 2.628 0.124
C -0.824 1.876 3.874 -0.203
C -1.725 1.129 4.612 -0.153
C -2.199 -0.063 4.087 -0.243
C -1.756 -0.456 2.837 0.045
N -0.899 0.269 2.122 -0.473
H 3.598 2.815 -2.122 0.254
H 4.387 1.302 -3.969 0.225
H 3.368 -0.970 -4.164 0.230
H 1.597 -1.625 -2.520 0.226
H -0.407 2.807 4.228 0.257
H -2.050 1.468 5.587 0.226
H -2.895 -0.685 4.632 0.229
H -2.082 -1.388 2.393 0.205
N -1.867 -0.365 -1.006 -0.806
C -2.485 -1.704 -0.915 -0.217
C -1.653 -2.735 -1.655 -0.537
C -0.354 -3.181 -0.966 0.772
O 0.006 -4.332 -1.156 -0.655
O 0.292 -2.321 -0.261 -0.808
H -2.480 0.337 -0.604 0.390
H -1.737 -0.118 -1.982 0.385
H -3.497 -1.675 -1.327 0.189
H -2.561 -1.962 0.141 0.198
H -1.388 -2.345 -2.645 0.208
H -2.242 -3.634 -1.827 0.244
```

## Properties
HOMO level (alpha / beta) (eV): -7.3408 / -8.8012
Relative energy (zero: lowest compared OMol25 entry of this formula, charge and spin) (kcal/mol): 0.00
Expectation value of S²: 2.005
2S+1: 3
LUMO level (alpha / beta) (eV): -0.28 / -0.68